Density functional theory data (ωB97M-V/def2-TZVPD) for 11 unconnected molecules or ions with the total composition C34H76F12N9O16S2 in a non-equilibrium geometry.

Cartesian coordinates (Å):
C -0.07941 2.80706 4.40298
H 3.51135 2.39606 -7.39826
F -1.83308 1.84444 0.41935
C -1.73890 5.43030 1.24853
N -0.31164 -6.89721 1.97479
C 2.91980 3.77509 0.35116
C 5.02098 1.19228 -8.21757
O 2.55477 -1.02805 -0.44608
C -4.20039 2.89573 5.90445
H -4.63033 1.60865 0.67987
H 3.16370 -0.69434 -4.65245
O 3.87768 -1.14143 3.94114
H 6.77574 -6.49913 1.17564
H 3.52733 -1.24867 -6.20505
H -3.75770 8.64960 0.29844
N 2.90881 -2.99327 4.95948
H 5.01195 -6.93466 1.02996
H 3.87088 -2.35175 6.83415
H 0.13731 1.38001 -2.41924
H 2.75918 3.20849 -0.56605
N -0.00872 2.21611 -2.96670
C -2.34064 1.03022 -3.05456
O -6.70782 1.77252 0.60770
H -0.56128 -4.35935 0.19859
C -0.28290 -6.43452 0.48200
H 1.22391 -4.80961 0.62838
F -0.05660 1.52379 4.88269
O 1.00523 0.73481 1.40173
C -3.04202 3.24157 5.03682
O -0.04177 4.37887 6.46257
C -2.20956 -4.75431 -3.85205
H 1.01839 -1.04778 5.20790
H -5.18192 -0.03375 2.32734
H 2.14631 -3.60606 4.70813
N 5.79623 -5.48152 -0.43691
H -1.71888 0.14038 -2.95602
C 2.82936 -1.57857 4.37890
F -6.32319 5.22757 1.65799
H 3.89026 -3.42640 -0.76914
C 3.12165 -3.07486 6.51185
H -1.53972 -4.99542 -3.02665
H 1.64531 2.65334 -4.02772
H 2.95795 0.92772 -7.88816
H -4.39594 3.76745 6.52893
C -5.23372 -2.26492 -3.95528
H -5.78553 -1.96859 -4.84736
F 1.65244 -2.84481 -2.49441
S 0.12744 0.05513 0.47905
F -0.26569 -2.31087 -1.71182
N -1.93980 6.56791 0.26414
C 4.89795 1.06185 1.39285
O -3.70197 5.74704 -1.08285
H 5.29362 0.14914 -8.05744
H -5.11561 7.75775 -0.37750
H -2.75691 0.83899 -4.04363
H -1.35935 6.44125 -0.55264
C -5.52281 1.02406 0.45665
F -4.49478 4.18734 1.15044
C -1.67492 0.61641 0.87845
H 3.65671 -3.46608 4.47246
C -5.81639 3.98327 1.40578
H -5.13682 2.63761 5.40991
N -4.31027 -3.43726 -4.44418
C 3.91500 0.83013 -6.05372
H -1.68600 -4.53001 -4.78138
H 2.85397 4.82986 0.08427
C -1.49078 2.29490 -3.22571
N 3.73632 1.41378 -7.46627
H -4.78478 7.65172 1.32637
H 6.64155 -5.52911 -0.98762
F -1.93545 0.49774 2.17622
H 1.95223 -0.40098 -5.95143
H -2.51701 5.65995 1.97647
O 2.38591 0.45522 -2.44844
H -3.00622 2.53919 4.20407
C -6.68273 3.18119 0.32876
H 0.83596 -8.72808 1.61268
F -0.79381 2.82351 3.28598
O 6.52599 -3.83184 1.17589
H -4.63925 -0.96393 1.06985
H 3.57938 -3.75960 0.92980
H -0.78939 5.46757 1.78252
N 4.37946 3.50285 0.78186
N 0.23892 0.42309 -0.96101
H 0.76415 1.26665 -4.74246
H 1.77172 -7.22410 1.82724
C 3.01227 -0.43184 -5.69948
C 0.28243 -5.04631 0.13270
H 0.27375 2.89678 -2.27604
O -2.96364 -2.92133 -2.47209
H 4.41922 0.82680 0.44224
H 1.67878 0.24114 4.20512
H -1.81019 7.46972 0.70006
F -5.80745 3.52587 2.66865
C -3.43143 6.52659 -0.17211
S 1.72767 -0.40804 -1.44724
H -1.20245 -7.34753 2.12893
H 4.99522 -5.63468 -1.03276
H 5.73466 1.85026 -7.72178
H -0.93191 4.71165 4.70403
O -8.03736 3.53805 0.15509
H 2.13538 -2.74687 6.84016
O -1.90063 3.39142 5.89420
H -5.46559 0.69248 -0.58011
H 4.51742 -2.33457 0.43323
H 0.07946 2.85175 -5.07639
H 4.72262 4.36343 1.18403
H -4.69248 -4.36655 -4.54642
H -3.06281 1.28908 -2.28024
C 0.94745 -7.82456 2.21211
H 5.98692 1.05672 1.44004
F 1.15133 3.07737 3.96639
O -2.01356 3.31434 -3.59771
H 6.24986 -7.54061 -0.05457
C 4.32690 -3.38815 0.22885
H 3.38968 -4.11320 6.70709
H -3.97475 -3.27434 -5.38278
O -0.60263 -7.22661 -0.41201
O -0.02545 -1.37699 0.78694
H -2.01703 4.47498 0.80342
C 4.36417 2.39542 1.90429
H -3.34068 4.16800 4.54628
H -2.69950 -5.67867 -4.15802
H 2.11288 3.40813 0.98545
H 0.48530 -5.14189 -0.93398
C -0.69563 3.86156 5.34404
C -4.30484 7.70825 0.34935
C -5.47011 -0.30074 1.31060
H 1.10589 -7.95880 3.28214
H -6.28113 3.28177 -0.67956
F -2.47756 -0.18902 0.21420
H -4.61724 -1.45025 -3.57534
H -4.01152 2.05399 6.57071
F 0.56096 -1.26953 -3.58769
H 4.62014 0.28133 2.10116
C 0.81918 -1.83067 -2.34256
H 4.74328 1.40183 -9.25056
H -0.14833 -6.20145 2.68848
O 3.81177 2.57565 2.97658
C 5.63673 -4.16838 0.38788
H 0.90103 -1.27720 3.50721
H -6.36748 -0.91933 1.29767
H 5.04619 3.33364 0.04231
O 4.81020 1.18003 -5.35862
C 5.92982 -6.66372 0.50823
H -5.78757 -2.62971 -3.09025
C -3.13369 -3.58919 -3.47899
C 0.67568 2.28421 -4.36189
C 1.53928 -0.83771 4.27375

Cartesian forces, eV/Å:
1.0 -0.9 0.7
0.0 0.6 -0.1
-0.5 1.2 0.1
-1.0 0.8 0.8
1.6 -1.0 -1.1
0.6 -0.3 -1.7
-0.4 0.0 0.0
-0.9 0.8 -0.7
-0.7 -0.1 1.4
0.1 0.2 0.1
-0.1 0.6 0.0
-1.8 -1.4 1.2
-0.4 0.5 0.2
-0.3 -0.2 -0.5
0.3 0.0 0.0
0.6 0.3 0.7
0.1 0.6 0.0
0.1 -0.2 -0.3
0.4 -1.2 0.1
0.3 0.0 -0.2
-1.5 0.3 -1.9
1.8 0.3 -1.0
0.1 0.7 1.0
0.4 0.5 0.6
0.0 -1.3 -3.3
-0.3 0.4 0.5
-0.3 1.4 -0.2
0.1 0.7 -0.7
-0.9 0.1 -0.4
0.6 -0.8 -2.0
-0.5 0.3 -0.3
-0.4 0.2 0.2
-0.7 0.1 0.3
-1.1 0.1 0.0
-0.4 -0.5 2.1
-0.1 0.0 1.1
2.4 1.7 -2.1
0.0 -0.2 -1.8
0.0 -0.2 0.0
-0.8 0.6 -1.3
0.0 0.3 -0.2
0.1 0.2 -1.1
-0.3 -0.1 -0.5
-0.2 -0.2 0.2
0.3 -1.0 -0.5
-0.4 0.0 0.5
0.0 0.2 -0.3
-3.2 -2.8 8.2
0.9 1.2 -1.4
-0.8 -1.3 0.4
-0.3 0.6 1.0
1.2 2.2 3.4
0.1 0.1 -0.3
0.0 0.0 0.0
-0.7 0.5 0.1
0.2 0.3 -0.4
0.4 -1.6 -0.1
-0.1 -0.6 -1.2
1.9 -1.3 0.0
1.1 0.2 -0.2
-1.3 2.2 2.8
0.2 0.2 -0.5
0.4 2.0 1.8
-0.6 -1.9 1.6
0.4 0.4 0.1
-0.1 -0.1 0.4
-2.8 0.9 -0.5
0.1 -0.8 1.5
0.4 -0.5 0.2
0.4 0.6 -0.4
0.3 0.5 -0.7
0.2 0.1 -0.3
0.1 -0.4 0.4
-1.5 -1.3 1.3
0.9 -0.5 0.2
-1.7 -1.9 0.0
-0.1 0.0 0.4
-1.2 -0.3 -0.9
-0.9 -1.2 -0.8
0.0 0.2 -0.8
-0.8 -0.2 0.8
0.1 0.0 -0.5
-1.8 0.4 1.7
3.7 -0.5 -4.6
0.0 0.0 0.4
0.1 -0.1 0.0
1.3 1.0 -0.3
-0.9 -1.6 -0.3
0.2 1.0 -0.4
-1.4 -1.1 -3.3
0.5 0.1 -0.3
0.2 -0.4 -0.4
0.5 0.4 0.2
-0.2 -1.9 -0.7
-1.8 -0.4 -3.3
-0.3 0.8 -1.0
-0.3 -0.6 0.3
-0.1 0.1 -0.3
0.2 0.0 -0.6
0.4 0.6 -0.3
2.6 0.3 0.8
0.2 -0.5 0.7
-0.2 -0.8 -1.4
0.1 0.2 -0.5
0.1 -0.3 0.2
0.3 0.5 0.5
0.1 0.5 0.7
-1.1 -0.4 0.4
-0.1 -0.6 -0.1
-0.6 0.6 -0.7
0.1 0.2 -0.7
0.7 0.3 0.6
1.8 -1.1 0.8
-0.3 0.0 -0.3
1.7 -0.8 -0.9
-0.2 0.3 0.3
0.4 0.5 -0.5
0.7 2.1 4.0
0.4 1.3 -0.9
0.4 0.2 -0.2
-1.5 -1.9 2.9
0.6 0.7 0.0
-0.6 0.0 0.3
0.8 0.2 0.9
0.1 0.0 0.0
-1.4 0.4 2.6
0.2 -0.9 -0.8
0.2 1.1 0.5
-0.4 -0.3 -0.2
0.4 0.7 -0.3
-0.5 -0.2 -0.4
0.3 -0.3 -0.4
0.3 0.0 0.0
-0.6 -1.1 1.3
-0.3 0.2 0.1
0.4 0.2 -0.1
0.8 0.1 0.0
-0.5 1.0 -0.1
1.9 0.6 -4.0
0.1 2.2 -0.1
0.2 0.2 -0.4
-0.2 0.5 0.0
-0.1 -0.6 -0.6
-0.8 0.5 -1.0
0.8 -0.9 -0.2
-0.4 -0.1 -0.5
2.1 -0.9 2.4
0.4 -0.5 1.8
-0.2 -1.1 1.5

Results
<S²> = 1.760
Charge = +6
Kohn-Sham gap (alpha / beta) = 2.22 / 7.82 eV
2S+1 = 2
Electronic energy = -5029.64593 Eh
Molecular weight = 1159.1 g/mol
LUMO level (alpha / beta) = -12.12 / -12.11 eV